[1]
A single CH5ClN2O molecule. Source: the OMol25 dataset; level of theory: ωB97M-V/def2-TZVPD.

Its max |F| is 4.77 eV Å⁻¹. As for the SMILES: CON(N)Cl. The energy relative to the best compared isomer or geometry (same formula, charge and spin) comes out at 3.683 eV. The calculation puts the HOMO-LUMO gap at 9.69 eV. The value obtained for the highest occupied orbital energy is -9.2 eV.

The geometry in ORCA input format:
```
! RIJCOSX wB97M-V def2-TZVPD def2/J DEFGRID3
* xyz 0 1
C -0.568 -0.942 -0.926
O -0.656 0.376 -0.466
N 0.499 0.935 -0.113
N 0.435 0.664 1.621
Cl 0.542 2.676 -0.366
H -0.465 -1.810 -0.258
H 0.331 -1.019 -1.496
H -1.314 -1.223 -1.694
H -0.161 -0.151 1.658
H 1.357 0.494 2.039
*
```

Quick look at the natural (NBO) charges, all values in e: atom 1 (C): -0.28, atom 2 (O): -0.39, atom 3 (N): -0.01, atom 4 (N): -0.72, atom 5 (Cl): 0.12, atom 6 (H): 0.18, atom 7 (H): 0.19, atom 8 (H): 0.21, atom 9 (H): 0.34, atom 10 (H): 0.36

[2]
A molecular structure, CH5ClNP. Source: the OMol25 dataset; level of theory: ωB97M-V/def2-TZVPD.

Its max |F| is 3.41 eV Å⁻¹. The energy relative to the best compared isomer or geometry (same formula, charge and spin) comes out at 1.533 eV. The calculation puts the HOMO-LUMO gap at 8.43 eV. The value obtained for the highest occupied orbital energy is -9.4 eV.

The geometry in ORCA input format:
```
! RIJCOSX wB97M-V def2-TZVPD def2/J DEFGRID3
* xyz 0 1
C -0.081 0.788 -0.636
N 0.404 -1.453 0.537
P 0.839 -0.846 -0.910
Cl 3.141 0.514 -0.023
H 0.301 0.909 0.325
H -1.248 0.812 -0.663
H 0.310 1.573 -1.289
H 0.417 -0.892 1.376
H 0.467 -2.457 0.910
*
```

Quick look at the natural (NBO) charges, all values in e: atom 1 (C): -0.96, atom 2 (N): -1.17, atom 3 (P): 1.20, atom 4 (Cl): -0.64, atom 5 (H): 0.23, atom 6 (H): 0.25, atom 7 (H): 0.25, atom 8 (H): 0.41, atom 9 (H): 0.43

[3]
A molecular structure, CH5ClO4Zr. Source: the OMol25 dataset; level of theory: ωB97M-V/def2-TZVPD.

Its max |F| is 10.84 eV Å⁻¹. The calculation puts the HOMO-LUMO gap at 5.71 eV. The value obtained for the highest occupied orbital energy is -19.6 eV.

The geometry in ORCA input format:
```
! RIJCOSX wB97M-V def2-TZVPD def2/J DEFGRID3
* xyz 2 1
Zr 0.135 0.088 0.691
C 2.014 0.371 -0.215
H 2.058 1.303 -0.801
H 2.816 0.381 0.548
H 2.197 -0.477 -0.903
H 0.436 -1.676 0.439
H 0.705 -1.540 1.220
O -2.904 1.799 -0.469
Cl -2.114 0.314 -0.213
O -3.123 -0.975 -0.678
O -0.564 0.264 -1.155
O -1.655 0.148 1.535
*
```

Quick look at the natural (NBO) charges, all values in e: atom 1 (Zr): 2.21, atom 2 (C): -1.29, atom 3 (H): 0.33, atom 4 (H): 0.31, atom 5 (H): 0.32, atom 6 (H): 0.13, atom 7 (H): 0.11, atom 8 (O): -0.31, atom 9 (Cl): 1.61, atom 10 (O): -0.31, atom 11 (O): -0.51, atom 12 (O): -0.60

[4]
2 unconnected molecules or ions with the total composition CH5FN2. Source: the OMol25 dataset; level of theory: ωB97M-V/def2-TZVPD.

Its max |F| is 5.40 eV Å⁻¹. The energy relative to the best compared isomer or geometry (same formula, charge and spin) comes out at 3.954 eV. The calculation puts the HOMO-LUMO gap at 8.75 eV. The value obtained for the highest occupied orbital energy is -7.6 eV.

The geometry in ORCA input format:
```
! RIJCOSX wB97M-V def2-TZVPD def2/J DEFGRID3
* xyz 0 1
C 0.853 0.120 1.139
N -1.129 -0.329 -1.025
N -0.573 0.726 -0.383
F 1.489 -0.921 0.486
H 1.559 0.883 1.208
H 0.446 -0.190 2.015
H -0.752 -0.931 -1.841
H -2.108 -0.568 -0.671
H 0.213 1.210 -0.929
*
```

Quick look at the natural (NBO) charges, all values in e: atom 1 (C): 0.11, atom 2 (N): -0.66, atom 3 (N): -0.44, atom 4 (F): -0.38, atom 5 (H): 0.13, atom 6 (H): 0.14, atom 7 (H): 0.37, atom 8 (H): 0.38, atom 9 (H): 0.35

[5]
2 unconnected molecules or ions with the total composition CH5FN2. Source: the OMol25 dataset; level of theory: ωB97M-V/def2-TZVPD.

Its max |F| is 3.04 eV Å⁻¹. The energy relative to the best compared isomer or geometry (same formula, charge and spin) comes out at 2.679 eV. The calculation puts the HOMO-LUMO gap at 9.09 eV. The value obtained for the highest occupied orbital energy is -8.1 eV.

The geometry in ORCA input format:
```
! RIJCOSX wB97M-V def2-TZVPD def2/J DEFGRID3
* xyz 0 1
C -0.322 0.053 0.228
N 0.194 1.273 -0.226
N 0.285 -1.083 -0.337
F -1.702 -0.001 0.223
H 0.206 -0.231 2.026
H 0.890 1.036 -0.968
H -0.464 2.003 -0.516
H 1.279 -1.119 -0.163
H -0.364 -1.932 -0.266
*
```

Quick look at the natural (NBO) charges, all values in e: atom 1 (C): 0.72, atom 2 (N): -0.87, atom 3 (N): -0.90, atom 4 (F): -0.36, atom 5 (H): -0.20, atom 6 (H): 0.38, atom 7 (H): 0.40, atom 8 (H): 0.40, atom 9 (H): 0.42

[6]
2 unconnected molecules or ions with the total composition CH5FN2. Source: the OMol25 dataset; level of theory: ωB97M-V/def2-TZVPD.

Its max |F| is 6.24 eV Å⁻¹. The energy relative to the best compared isomer or geometry (same formula, charge and spin) comes out at 4.538 eV. The calculation puts the HOMO-LUMO gap at 10.00 eV. The value obtained for the highest occupied orbital energy is -9.7 eV.

The geometry in ORCA input format:
```
! RIJCOSX wB97M-V def2-TZVPD def2/J DEFGRID3
* xyz 0 1
C -1.109 -0.746 -0.257
N 0.687 1.083 0.449
N 0.566 0.402 -0.673
F 1.602 -0.783 -0.540
H -1.855 -0.029 -0.708
H -0.854 -1.696 -0.825
H -0.992 -0.609 0.742
H 0.452 0.649 1.335
H 1.502 1.730 0.477
*
```

Quick look at the natural (NBO) charges, all values in e: atom 1 (C): -0.35, atom 2 (N): -0.64, atom 3 (N): 0.10, atom 4 (F): -0.44, atom 5 (H): 0.21, atom 6 (H): 0.24, atom 7 (H): 0.17, atom 8 (H): 0.35, atom 9 (H): 0.38

[7]
A single CH5FN2 molecule. Source: the OMol25 dataset; level of theory: ωB97M-V/def2-TZVPD.

Its max |F| is 3.55 eV Å⁻¹. As for the SMILES: NC(N)F. The energy relative to the best compared isomer or geometry (same formula, charge and spin) comes out at 0.057 eV. The calculation puts the HOMO-LUMO gap at 11.05 eV. The value obtained for the highest occupied orbital energy is -10.0 eV.

The geometry in ORCA input format:
```
! RIJCOSX wB97M-V def2-TZVPD def2/J DEFGRID3
* xyz 0 1
N -1.121 -0.211 0.422
C 0.269 -0.167 0.315
N 0.752 0.017 -0.936
F 0.854 -1.455 1.079
H -1.738 -0.399 -0.266
H -1.574 -0.155 1.315
H 0.746 0.554 1.060
H 0.246 -0.204 -1.841
H 1.738 -0.189 -1.000
*
```

Quick look at the natural (NBO) charges, all values in e: atom 1 (N): -0.83, atom 2 (C): 0.47, atom 3 (N): -0.84, atom 4 (F): -0.51, atom 5 (H): 0.38, atom 6 (H): 0.39, atom 7 (H): 0.16, atom 8 (H): 0.39, atom 9 (H): 0.40

[8]
2 unconnected molecules or ions with the total composition CH5FN3. Source: the OMol25 dataset; level of theory: ωB97M-V/def2-TZVPD.

Its max |F| is 4.63 eV Å⁻¹. The energy relative to the best compared isomer or geometry (same formula, charge and spin) comes out at 2.777 eV. The calculation puts the HOMO-LUMO gap (alpha / beta) at 6.77 / 6.77 eV. The value obtained for the highest occupied orbital energy (alpha / beta) is -13.5 / -13.5 eV.

The geometry in ORCA input format:
```
! RIJCOSX wB97M-V def2-TZVPD def2/J DEFGRID3
* xyz 1 1
C 0.355 0.645 -1.354
N 1.415 0.813 -2.076
N -0.685 0.104 1.325
N -0.969 -1.042 1.728
F -0.324 1.809 -1.188
H 1.558 1.794 -2.273
H -1.400 0.662 0.857
H 2.235 0.195 -2.225
H -0.310 -1.528 2.213
H -1.828 -1.516 1.658
*
```

Quick look at the natural (NBO) charges, all values in e: atom 1 (C): 0.40, atom 2 (N): -0.78, atom 3 (N): -0.06, atom 4 (N): -0.27, atom 5 (F): -0.36, atom 6 (H): 0.41, atom 7 (H): 0.40, atom 8 (H): 0.45, atom 9 (H): 0.41, atom 10 (H): 0.41